{"formula": "C24H20N2O3", "method": "ωB97M-V/def2-TZVPD", "homo_lumo_gap_ev": 8.20, "e_above_lowest_kj_mol": 0.0, "charge": 0, "multiplicity": 1, "max_force_ev_per_a": 2.40, "total_energy_ev": -34335.7103, "species": ["O", "O", "O", "N", "N", "C", "C", "C", "C", "C", "C", "C", "C", "C", "C", "C", "C", "C", "C", "C", "C", "C", "C", "C", "C", "C", "C", "C", "C", "H", "H", "H", "H", "H", "H", "H", "H", "H", "H", "H", "H", "H", "H", "H", "H", "H", "H", "H", "H"], "xyz": [[-0.81, 3.08, 2.42], [-0.61, 1.50, 4.03], [-1.21, -1.33, 2.21], [-0.28, 0.81, 1.90], [2.35, -3.79, -1.42], [-3.45, 2.68, -0.62], [0.28, -0.40, -0.09], [1.48, 2.48, -0.23], [2.86, -4.75, -0.46], [-0.42, 0.82, 0.45], [-0.17, -1.11, -1.21], [-0.88, 2.99, -0.45], [0.56, -2.19, -1.70], [-4.23, 0.46, 0.00], [-0.59, 1.93, 2.74], [2.13, -1.93, 0.15], [-1.90, 0.98, 0.16], [0.73, 4.64, -1.08], [1.76, 3.76, -0.74], [-0.62, 4.24, -0.98], [-2.16, 2.29, -0.29], [-4.49, 1.77, -0.44], [-0.39, 0.07, 4.06], [1.47, -0.77, 0.52], [-2.91, 0.05, 0.24], [0.16, 2.12, -0.06], [1.70, -2.65, -1.01], [-0.64, -0.33, 2.65], [2.46, -4.14, -2.83], [-3.60, 3.69, -0.97], [3.91, -4.97, -0.68], [0.20, -2.75, -2.57], [2.42, -3.23, -3.45], [1.66, -4.81, -3.18], [2.28, 1.79, 0.03], [2.77, -4.32, 0.54], [3.42, -4.64, -3.00], [-1.45, 4.88, -1.27], [-1.08, -0.42, 4.76], [-2.66, -0.99, 0.48], [0.66, -0.14, 4.35], [2.30, -5.70, -0.49], [-5.03, -0.25, 0.15], [-5.51, 2.06, -0.66], [1.90, -0.12, 1.28], [2.98, -2.27, 0.74], [-1.10, -0.81, -1.70], [2.80, 4.06, -0.88], [0.96, 5.65, -1.42]]}

---

{"formula": "C24H31IrN3O7S", "method": "ωB97M-V/def2-TZVPD", "homo_lumo_gap_ev": [5.60, 3.58], "s_squared": 1.180, "e_above_lowest_kj_mol": 358.1, "charge": 4, "multiplicity": 2, "max_force_ev_per_a": 4.41, "total_energy_ev": -57817.9791, "species": ["Ir", "S", "O", "O", "O", "O", "O", "O", "O", "N", "N", "N", "C", "C", "C", "C", "C", "C", "C", "C", "C", "C", "C", "C", "C", "C", "C", "C", "C", "C", "C", "C", "C", "C", "C", "C", "H", "H", "H", "H", "H", "H", "H", "H", "H", "H", "H", "H", "H", "H", "H", "H", "H", "H", "H", "H", "H", "H", "H", "H", "H", "H", "H", "H", "H", "H", "H"], "xyz": [[-0.02, -0.14, 1.04], [-2.04, -1.92, -1.65], [-2.21, -0.12, 2.17], [2.48, 4.13, -5.00], [-0.91, -1.37, -0.84], [0.32, 3.98, -4.92], [-0.28, -2.17, 2.31], [-0.15, 1.28, 3.02], [1.79, -0.29, 2.73], [-0.40, 1.63, -0.48], [1.44, 3.77, -4.56], [1.91, 0.17, -0.22], [3.02, -0.52, -0.06], [1.42, -1.19, 3.77], [0.86, -2.46, 3.12], [4.13, -0.37, -0.89], [-1.54, -2.34, 2.97], [1.55, 2.87, -3.34], [-1.42, 1.83, 3.34], [0.46, 2.75, -2.43], [2.72, 2.19, -3.20], [2.21, 1.00, 3.14], [-1.72, -3.69, -2.09], [-1.76, 3.23, -1.60], [0.60, 1.82, -1.36], [2.88, 1.26, -2.13], [1.01, 1.93, 3.48], [-1.64, -2.55, -4.27], [-1.53, 2.29, -0.59], [-1.82, -1.31, -3.41], [-2.21, -3.76, -3.51], [4.07, 0.52, -1.94], [-2.60, -1.48, 2.27], [-2.40, 0.66, 3.37], [-0.75, 3.47, -2.51], [1.81, 1.06, -1.22], [1.15, 2.91, 2.98], [3.06, -1.21, 0.78], [-3.30, -3.79, -3.56], [3.53, 2.32, -3.91], [-0.90, 4.20, -3.29], [-2.72, -1.81, 1.23], [0.68, -0.74, 4.43], [0.62, -3.19, 3.90], [0.94, 2.12, 4.56], [-1.84, -3.39, 2.90], [-2.18, -2.43, -5.21], [5.02, -0.96, -0.72], [2.78, 1.40, 2.30], [-0.97, -0.64, -3.42], [1.61, -2.90, 2.45], [-1.46, -2.07, 4.03], [-2.21, 0.04, 4.26], [-2.70, 3.76, -1.65], [-2.73, -0.77, -3.66], [2.31, -1.44, 4.36], [-3.43, 1.03, 3.41], [-2.30, 2.10, 0.15], [-3.56, -1.59, 2.78], [-0.64, -3.83, -1.99], [2.88, 0.93, 4.01], [-2.25, -4.36, -1.41], [4.91, 0.66, -2.60], [-0.59, -2.72, -4.52], [-1.71, 2.57, 2.57], [-1.41, 2.34, 4.31], [-1.88, -4.69, -3.98]]}